Entry 1:
This record from the Open Molecules 2025 dataset describes a cluster of 2 separate species, C9H14 in total. The level of theory is the ωB97M-V functional and the def2-TZVPD basis.

Each atom is followed by the atoms it is bonded to, with distances in Å.
CARTESIAN COORDINATES (ANGSTROEM)
1 C -3.172 -0.650 -0.867  C2 1.558, H3 1.064, H4 1.038, H5 1.154
2 C -2.529 -0.751 0.548  C1 1.558, H6 1.190, H7 1.159, H8 1.081
3 H -3.235 0.364 -1.181  C1 1.064
4 H -2.501 -1.132 -1.496  C1 1.038
5 H -4.178 -1.151 -0.605  C1 1.154
6 H -2.862 -1.859 0.831  C2 1.190
7 H -3.014 0.015 1.269  C2 1.159
8 H -1.471 -0.865 0.740  C2 1.081
9 C 2.391 1.431 1.868  C11 1.507, H18 1.127, H19 1.084, H23 1.115
10 C 1.440 -0.568 0.663  C11 1.375, C12 1.402, H16 0.993
11 C 1.813 0.756 0.650  C9 1.507, C10 1.375, C13 1.411
12 C 0.952 -1.248 -0.461  C10 1.402, C14 1.396, H17 1.047
13 C 1.582 1.391 -0.588  C11 1.411, C15 1.395, H20 1.043
14 C 0.803 -0.597 -1.687  C12 1.396, C15 1.411, H21 1.057
15 C 1.088 0.784 -1.743  C13 1.395, C14 1.411, H22 1.109
16 H 1.635 -1.110 1.471  C10 0.993
17 H 0.663 -2.254 -0.498  C12 1.047
18 H 1.674 1.198 2.705  C9 1.127
19 H 2.647 2.476 1.738  C9 1.084
20 H 1.838 2.398 -0.669  C13 1.043
21 H 0.426 -1.104 -2.534  C14 1.057
22 H 0.726 1.501 -2.508  C15 1.109
23 H 3.285 0.976 2.354  C9 1.115

## Properties
M = 122.211 g mol⁻¹
frontier orbital gap = 10.02 eV
spin multiplicity = 1
lowest unoccupied orbital energy = 0.979 eV
total charge = 0
energy above the lowest of the compared OMol25 structures with the same formula, charge and spin = 164.9 kJ/mol
strongest force on any atom = 4.24 eV Å⁻¹
structure (SMILES) = Cc1ccccc1.CC

Atom-resolved charges from Löwdin, all expressed in e:
1. C -0.16
2. C -0.18
3. H 0.04
4. H 0.02
5. H 0.10
6. H 0.09
7. H 0.09
8. H 0.01
9. C -0.05
10. C -0.06
11. C -0.26
12. C -0.08
13. C -0.06
14. C -0.09
15. C -0.07
16. H 0.07
17. H 0.09
18. H 0.10
19. H 0.07
20. H 0.08
21. H 0.08
22. H 0.11
23. H 0.09

Entry 2:
This record from the Open Molecules 2025 dataset describes a cluster of 3 separate species, C16H27Br2F3O4 in total. The level of theory is the ωB97M-V functional and the def2-TZVPD basis.

Each atom is followed by the atoms it is bonded to, with distances in Å.
CARTESIAN COORDINATES (ANGSTROEM)
1 C -2.326 2.290 4.644  C2 1.195, H16 1.059
2 C -1.857 1.974 3.592  C1 1.195, C3 1.455
3 C -1.287 1.527 2.330  C2 1.455, C4 1.530, O13 1.441, H17 1.090
4 C 0.126 2.080 2.129  C3 1.530, C5 1.535, H18 1.085, H19 1.081
5 C 1.119 1.180 2.877  C4 1.535, C6 1.509, H20 1.086, H21 1.087
6 C 2.563 1.614 2.805  C5 1.509, F7 1.358, Br8 1.956, C9 1.565
7 F 2.755 2.737 3.544  C6 1.358
8 Br 3.099 2.018 0.968  C6 1.956
9 C 3.560 0.541 3.356  C6 1.565, F10 1.345, F11 1.339, Br12 1.942
10 F 3.838 -0.391 2.427  C9 1.345
11 F 4.699 1.152 3.706  C9 1.339
12 Br 2.896 -0.409 4.915  C9 1.942
13 O -2.121 1.909 1.219  C3 1.441, C14 1.360
14 C -2.846 0.884 0.698  O13 1.360, O15 1.191, H22 1.096
15 O -3.823 0.434 1.209  C14 1.191
16 H -2.734 2.535 5.590  C1 1.059
17 H -1.224 0.440 2.372  C3 1.090
18 H 0.188 3.069 2.572  C4 1.085
19 H 0.344 2.129 1.072  C4 1.081
20 H 0.820 1.186 3.921  C5 1.086
21 H 1.028 0.160 2.509  C5 1.087
22 H -2.485 0.501 -0.264  C14 1.096
23 C 5.567 -3.238 -2.365  C24 1.519, H28 1.091, H29 1.090, H30 1.091
24 C 5.367 -1.762 -2.666  C23 1.519, O25 1.415, H31 1.090, H32 1.096
25 O 4.898 -1.005 -1.567  C24 1.415, C26 1.417
26 C 5.732 -0.985 -0.421  O25 1.417, C27 1.519, H33 1.096, H34 1.088
27 C 7.117 -0.412 -0.670  C26 1.519, H35 1.091, H36 1.090, H37 1.091
28 H 4.640 -3.682 -2.001  C23 1.091
29 H 5.873 -3.764 -3.270  C23 1.090
30 H 6.338 -3.403 -1.611  C23 1.091
31 H 4.601 -1.648 -3.434  C24 1.090
32 H 6.287 -1.326 -3.071  C24 1.096
33 H 5.802 -1.986 0.020  C26 1.096
34 H 5.207 -0.361 0.300  C26 1.088
35 H 7.692 -1.012 -1.377  C27 1.091
36 H 7.676 -0.377 0.266  C27 1.090
37 H 7.044 0.600 -1.070  C27 1.091
38 C -6.668 0.353 -4.057  C39 1.519, H43 1.091, H44 1.090, H45 1.091
39 C -6.787 -1.014 -3.405  C38 1.519, O40 1.415, H46 1.090, H47 1.096
40 O -5.695 -1.356 -2.573  C39 1.415, C41 1.418
41 C -5.456 -0.497 -1.470  O40 1.418, C42 1.518, H48 1.098, H49 1.088
42 C -6.620 -0.390 -0.502  C41 1.518, H50 1.091, H51 1.089, H52 1.091
43 H -5.748 0.421 -4.638  C38 1.091
44 H -7.514 0.522 -4.724  C38 1.090
45 H -6.662 1.159 -3.322  C38 1.091
46 H -6.804 -1.785 -4.176  C39 1.090
47 H -7.731 -1.095 -2.855  C39 1.096
48 H -5.154 0.499 -1.819  C41 1.098
49 H -4.598 -0.928 -0.956  C41 1.088
50 H -7.503 0.046 -0.971  C42 1.091
51 H -6.343 0.238 0.343  C42 1.089
52 H -6.892 -1.378 -0.126  C42 1.091

## Properties
M = 500.190 g mol⁻¹
frontier orbital gap = 9.80 eV
spin multiplicity = 1
lowest unoccupied orbital energy = 0.228 eV
total charge = 0
strongest force on any atom = 0.75 eV Å⁻¹
structure (SMILES) = C#C[C@H](CC[C@](F)(Br)C(F)(F)Br)OC=O.CCOCC.CCOCC

Atom-resolved charges from Löwdin, all expressed in e:
1. C 0.16
2. C -0.06
3. C -0.33
4. C -0.14
5. C -0.23
6. C -0.80
7. F 0.01
8. Br 0.88
9. C -0.93
10. F 0.00
11. F 0.05
12. Br 0.86
13. O -0.01
14. C -0.32
15. O 0.12
16. H 0.03
17. H 0.15
18. H 0.13
19. H 0.08
20. H 0.10
21. H 0.13
22. H 0.15
23. C -0.08
24. C -0.28
25. O -0.16
26. C -0.28
27. C -0.07
28. H 0.08
29. H 0.08
30. H 0.07
31. H 0.12
32. H 0.11
33. H 0.11
34. H 0.08
35. H 0.07
36. H 0.08
37. H 0.08
38. C -0.08
39. C -0.29
40. O -0.16
41. C -0.29
42. C -0.07
43. H 0.08
44. H 0.08
45. H 0.07
46. H 0.12
47. H 0.11
48. H 0.11
49. H 0.10
50. H 0.07
51. H 0.07
52. H 0.08

Entry 3:
This record from the Open Molecules 2025 dataset describes an isolated molecule of C20H17N3O2S2. The level of theory is the ωB97M-V functional and the def2-TZVPD basis.

Each atom is followed by the atoms it is bonded to, with distances in Å.
CARTESIAN COORDINATES (ANGSTROEM)
1 C -6.644 -2.419 1.213  C2 1.524, H42 1.087, H43 1.087, H44 1.086
2 C -5.452 -1.561 0.807  C1 1.524, C3 1.506, H40 1.093, H41 1.093
3 C -4.909 -1.987 -0.531  C2 1.506, O4 1.205, N5 1.387
4 O -5.318 -2.922 -1.173  C3 1.205
5 N -3.864 -1.241 -1.055  C3 1.387, C6 1.360, H39 1.017
6 C -3.198 -0.133 -0.632  N5 1.360, N7 1.292, S38 1.770
7 N -2.358 0.473 -1.404  C6 1.292, N8 1.321
8 N -1.778 1.528 -0.859  N7 1.321, C9 1.285
9 C -2.148 1.766 0.348  N8 1.285, S10 1.722, S38 1.764
10 S -1.576 3.070 1.317  C9 1.722, C11 1.819
11 C -0.788 4.082 0.028  S10 1.819, H12 1.091, H13 1.091, C14 1.526
12 H -1.574 4.604 -0.520  C11 1.091
13 H -0.183 4.811 0.569  C11 1.091
14 C 0.082 3.331 -0.978  C11 1.526, O15 1.208, C16 1.473
15 O -0.002 3.630 -2.145  C14 1.208
16 C 1.050 2.345 -0.468  C14 1.473, C17 1.397, C21 1.400
17 C 1.535 2.362 0.842  C16 1.397, C18 1.382, H37 1.079
18 C 2.486 1.448 1.257  C17 1.382, C19 1.387, H36 1.080
19 C 2.952 0.504 0.354  C18 1.387, C20 1.406, C29 1.451
20 C 2.461 0.477 -0.964  C19 1.406, C21 1.374, C23 1.501
21 C 1.522 1.391 -1.377  C16 1.400, C20 1.374, H22 1.079
22 H 1.129 1.397 -2.382  C21 1.079
23 C 3.123 -0.623 -1.740  C20 1.501, C24 1.501, H34 1.093, H35 1.092
24 C 4.065 -1.213 -0.732  C23 1.501, C25 1.379, C29 1.404
25 C 4.962 -2.251 -0.878  C24 1.379, C26 1.388, H33 1.080
26 C 5.742 -2.616 0.211  C25 1.388, C27 1.388, H32 1.080
27 C 5.625 -1.955 1.425  C26 1.388, C28 1.384, H31 1.080
28 C 4.728 -0.912 1.581  C27 1.384, C29 1.387, H30 1.080
29 C 3.947 -0.542 0.496  C19 1.451, C24 1.404, C28 1.387
30 H 4.640 -0.398 2.526  C28 1.080
31 H 6.245 -2.257 2.257  C27 1.080
32 H 6.450 -3.425 0.111  C26 1.080
33 H 5.059 -2.770 -1.820  C25 1.080
34 H 2.397 -1.358 -2.097  C23 1.093
35 H 3.652 -0.238 -2.615  C23 1.092
36 H 2.864 1.477 2.268  C18 1.080
37 H 1.193 3.110 1.541  C17 1.079
38 S -3.333 0.615 0.966  C6 1.770, C9 1.764
39 H -3.570 -1.545 -1.980  N5 1.017
40 H -4.656 -1.646 1.551  C2 1.093
41 H -5.745 -0.510 0.753  C2 1.093
42 H -7.442 -2.323 0.481  C1 1.087
43 H -7.016 -2.110 2.185  C1 1.087
44 H -6.355 -3.465 1.259  C1 1.086

## Properties
M = 395.509 g mol⁻¹
frontier orbital gap = 8.46 eV
spin multiplicity = 1
lowest unoccupied orbital energy = 0.119 eV
total charge = 0
energy above the lowest of the compared OMol25 structures with the same formula, charge and spin = 63.6 kJ/mol
strongest force on any atom = 1.92 eV Å⁻¹
structure (SMILES) = CCC(=O)Nc1nnc(SCC(=O)c2ccc3c(c2)Cc2ccccc2-3)s1

Atom-resolved charges from Löwdin, all expressed in e:
1. C -0.09
2. C -0.21
3. C -0.47
4. O 0.10
5. N 0.11
6. C -0.58
7. N 0.02
8. N -0.04
9. C -0.93
10. S 0.93
11. C -0.36
12. H 0.09
13. H 0.09
14. C -0.45
15. O 0.09
16. C -0.18
17. C -0.04
18. C 0.00
19. C -0.11
20. C -0.14
21. C 0.05
22. H 0.13
23. C -0.06
24. C -0.16
25. C -0.03
26. C -0.09
27. C -0.09
28. C -0.02
29. C -0.12
30. H 0.11
31. H 0.10
32. H 0.10
33. H 0.11
34. H 0.14
35. H 0.14
36. H 0.11
37. H 0.09
38. S 1.06
39. H 0.16
40. H 0.10
41. H 0.10
42. H 0.08
43. H 0.07
44. H 0.08